The following is a quantum chemistry calculation of C16H38GeIrN3O7S4 as an isolated structure, from the Open Molecules 2025 dataset.

For the molar mass, the calculation gives 777.589 g/mol. The value obtained for the orbital gap (spin up / spin down) is 8.0 / 7.4 eV. As for the multiplicity: 5. The LUMO energy (spin up / spin down) comes out at -5.382 / -7.366 eV. For the total energy, the calculation gives -138691.80637 eV. As for the total charge: +2. The calculation puts the energy above the lowest of the compared OMol25 structures with the same formula, charge and spin at 0.0 kJ/mol.

Atoms and positions in Å:
1 Ir -1.0284 -0.4787 -0.4982
2 C 2.5020 -1.9967 -1.5449
3 C 1.8305 -2.3100 -0.2204
4 C 0.8913 -3.4894 -0.3319
5 C 2.8484 -2.5325 0.8867
6 O 1.0040 -1.1348 0.1472
7 Ge 1.6651 0.2876 1.0980
8 O 2.0782 1.4778 -0.1510
9 C 3.3524 2.1413 -0.4161
10 C 3.4761 2.1977 -1.9304
11 C 4.4909 1.3418 0.1936
12 C 3.2752 3.5321 0.1905
13 O 0.0593 0.8701 1.6126
14 C -0.3797 0.7441 3.0104
15 C 0.7030 1.3195 3.9103
16 C -0.6393 -0.7211 3.3112
17 C -1.6507 1.5688 3.1184
18 H 3.1081 -2.8448 -1.8650
19 H 1.7567 -1.7987 -2.3161
20 H 3.1557 -1.1265 -1.4622
21 H 1.4634 -4.3869 -0.5681
22 H 0.3560 -3.6519 0.6039
23 H 0.1679 -3.3301 -1.1299
24 H 3.4403 -3.4230 0.6757
25 H 3.5522 -1.6970 0.9656
26 H 2.3523 -2.6773 1.8485
27 H 3.4918 1.1940 -2.3568
28 H 2.6392 2.7498 -2.3626
29 H 4.3951 2.7078 -2.2183
30 H 4.5246 0.3273 -0.2111
31 H 5.4467 1.8154 -0.0291
32 H 4.3990 1.2938 1.2828
33 H 2.4353 4.0872 -0.2308
34 H 3.1488 3.4773 1.2730
35 H 4.1870 4.0918 -0.0175
36 H 1.6140 0.7115 3.8803
37 H 0.9491 2.3409 3.6166
38 H 0.3674 1.3342 4.9473
39 H 0.2761 -1.3119 3.2069
40 H -0.9924 -0.8413 4.3358
41 H -1.3915 -1.1312 2.6357
42 H -1.4592 2.6010 2.8210
43 H -2.4343 1.1463 2.4903
44 H -2.0072 1.5717 4.1483
45 N -0.4923 1.7071 -1.2574
46 N -1.4519 2.6007 -0.7580
47 C -2.6188 2.1824 -0.2643
48 N -3.4854 3.0977 0.1452
49 S -3.0842 0.5270 -0.1732
50 H 0.4308 1.9173 -0.8555
51 H -0.4566 1.7846 -2.2708
52 H -1.2304 3.5863 -0.7821
53 H -3.3211 4.0890 0.0598
54 H -4.3660 2.8001 0.5341
55 C -1.8878 -1.3522 -5.7914
56 O -2.3483 -2.3801 -4.8722
57 C -2.0328 -2.3562 -3.6111
58 S -2.7420 -3.7944 -2.9459
59 S -1.0804 -1.1714 -2.9259
60 H -2.3036 -1.6414 -6.7488
61 H -0.8010 -1.3560 -5.8150
62 H -2.2698 -0.3873 -5.4684
63 C -3.9096 -4.6058 0.4375
64 S -3.1736 -3.1535 -0.2119
65 O -2.2127 -3.7667 -1.3891
66 O -4.1425 -2.3092 -0.8232
67 O -2.2229 -2.6290 0.7253
68 H -4.5303 -5.0536 -0.3361
69 H -4.5261 -4.2914 1.2785
70 H -3.1197 -5.2769 0.7652